(1)
Here is C5H14N2O in the gas phase at a distorted geometry from the Open Molecules 2025 dataset. Energies are from ωB97M-V with the def2-TZVPD basis set.

Calculated values
Energy: -383.61610 Eh
HOMO-LUMO gap: 0.357 Eh
Highest occupied orbital energy: -8.83 eV
ΔE to the lowest compared entry with this formula, charge and spin: 222.1 kJ/mol

Last column: Mulliken charge in e.
Geometry (Å):
1 C 1.48 1.59 -2.46  -1.226
2 C 1.47 0.28 -1.64  -0.429
3 N 0.22 0.26 -0.85  -0.278
4 C 0.22 -0.97 0.00  -1.027
5 C -0.90 -0.89 1.09  0.593
6 N -0.29 -1.57 2.26  -0.624
7 C -1.28 0.53 1.45  -0.981
8 O -2.35 0.56 2.39  -0.519
9 H 0.95 1.71 -3.40  0.338
10 H 1.25 2.36 -1.73  0.306
11 H 2.50 1.72 -2.83  0.352
12 H 2.31 0.40 -0.97  0.346
13 H 1.55 -0.60 -2.27  0.359
14 H -0.47 0.06 -1.57  0.229
15 H 1.17 -1.02 0.49  0.420
16 H 0.08 -1.87 -0.61  0.353
17 H -1.80 -1.43 0.80  0.293
18 H -0.64 -2.51 2.37  0.205
19 H -0.28 -1.06 3.13  0.190
20 H -0.42 1.05 1.84  0.445
21 H -1.61 1.07 0.56  0.330
22 H -3.17 0.33 1.94  0.324


(2)
Here is a gas-phase ion, C5H14N2O (charge +1) at a distorted geometry from the Open Molecules 2025 dataset. Energies are from ωB97M-V with the def2-TZVPD basis set.

Calculated values
Energy: -383.31794 Eh
HOMO-LUMO gap (alpha / beta): 0.414 / 0.222 Eh
Net charge: +1
Highest occupied orbital energy (alpha / beta): -13.85 / -13.42 eV
ΔE to the lowest compared entry with this formula, charge and spin: 151.4 kJ/mol
⟨S²⟩: 0.7559
2S+1: 2

Last column: Mulliken charge in e.
Geometry (Å):
1 N -0.21 -2.48 -1.14  -0.384
2 C -1.02 -1.52 -1.85  -0.489
3 C -1.25 -0.26 -0.87  -0.527
4 N -0.08 0.56 -0.83  -0.066
5 C 2.11 1.02 0.13  -1.694
6 C 0.68 0.51 0.38  0.337
7 C 0.14 1.48 1.53  -0.571
8 O -0.54 0.75 2.52  -0.507
9 H -0.45 -3.45 -1.02  0.231
10 H 0.78 -2.31 -1.25  0.202
11 H -1.95 -2.10 -1.92  0.379
12 H -0.74 -1.11 -2.81  0.334
13 H -2.07 0.27 -1.35  0.382
14 H -1.32 -0.72 0.11  0.367
15 H -0.19 1.47 -1.26  0.362
16 H 2.80 0.87 0.95  0.426
17 H 2.11 2.09 -0.10  0.415
18 H 2.56 0.50 -0.73  0.396
19 H 0.78 -0.52 0.73  0.365
20 H 0.89 2.09 2.02  0.455
21 H -0.59 2.05 0.97  0.238
22 H -0.19 0.88 3.42  0.347


(3)
Here is a gas-phase ion, C5H14N2O (charge +2) at a distorted geometry from the Open Molecules 2025 dataset. Energies are from ωB97M-V with the def2-TZVPD basis set.

Calculated values
Energy: -382.99945 Eh
HOMO-LUMO gap: 0.413 Eh
Net charge: +2
Highest occupied orbital energy: -18.28 eV
ΔE to the lowest compared entry with this formula, charge and spin: 103.7 kJ/mol

Last column: Mulliken charge in e.
Geometry (Å):
1 C 1.19 -1.51 1.79  -1.080
2 C 0.08 -1.34 1.10  0.592
3 N -0.53 -2.60 0.54  -0.314
4 C -0.61 -0.05 0.86  -1.250
5 C -0.44 0.45 -0.60  0.144
6 N -1.35 1.65 -0.85  -0.330
7 C 0.98 0.91 -1.01  -0.544
8 O 0.93 2.25 -1.49  -0.538
9 H 1.70 -0.72 2.33  0.311
10 H 1.75 -2.43 1.78  0.325
11 H -1.54 -2.70 0.46  0.388
12 H -0.20 -3.39 1.11  0.394
13 H -0.07 -2.94 -0.33  0.390
14 H -1.70 -0.08 0.99  0.470
15 H -0.41 0.67 1.66  0.517
16 H -0.81 -0.38 -1.19  0.466
17 H -0.99 2.37 -0.22  0.348
18 H -1.28 1.99 -1.78  0.346
19 H -2.33 1.48 -0.62  0.360
20 H 1.69 0.95 -0.19  0.358
21 H 1.40 0.24 -1.76  0.310
22 H 1.70 2.74 -1.21  0.338


(4)
Here is 2 unconnected molecules or ions with the total composition C5H14N2O2 from the Open Molecules 2025 dataset. Energies are from ωB97M-V with the def2-TZVPD basis set.

Calculated values
Energy: -458.90198 Eh
HOMO-LUMO gap: 0.362 Eh
Highest occupied orbital energy: -9.13 eV
ΔE to the lowest compared entry with this formula, charge and spin: 93.5 kJ/mol

Last column: Mulliken charge in e.
Geometry (Å):
1 C -2.50 -0.22 -1.33  -0.931
2 N -1.16 -0.60 -0.90  -0.265
3 C -0.27 0.54 -0.73  -0.941
4 C 1.11 0.06 -0.26  0.622
5 C 2.11 -0.05 -1.41  -1.651
6 N 1.67 0.97 0.75  -0.134
7 C 1.47 0.81 2.07  -0.092
8 O 0.85 -0.11 2.57  -0.524
9 H -3.05 0.38 -0.60  0.324
10 H -2.43 0.36 -2.25  0.310
11 H -3.04 -1.15 -1.52  0.342
12 H -1.26 -1.09 -0.02  0.208
13 H -0.19 0.99 -1.71  0.444
14 H -0.67 1.32 -0.06  0.314
15 H 1.03 -0.92 0.20  0.269
16 H 2.47 0.94 -1.73  0.416
17 H 2.91 -0.75 -1.15  0.375
18 H 1.59 -0.46 -2.28  0.381
19 H 2.23 1.74 0.41  0.234
20 H 1.97 1.62 2.64  0.340
21 O -1.71 -1.82 2.56  -0.645
22 H -2.28 -1.04 2.56  0.322
23 H -0.87 -1.52 2.19  0.281


(5)
Here is 2 unconnected molecules or ions with the total composition C5H14N2O2 at a distorted geometry from the Open Molecules 2025 dataset. Energies are from ωB97M-V with the def2-TZVPD basis set.

Calculated values
Energy: -458.84126 Eh
HOMO-LUMO gap: 0.318 Eh
Highest occupied orbital energy: -8.02 eV
ΔE to the lowest compared entry with this formula, charge and spin: 252.9 kJ/mol

Last column: Mulliken charge in e.
Geometry (Å):
1 C -0.11 1.32 0.80  0.795
2 C -0.42 2.79 1.05  -1.322
3 N -1.39 0.60 -0.05  -0.635
4 O 0.95 1.28 -0.24  -0.550
5 O 0.14 0.61 1.84  -0.839
6 H 1.78 1.20 0.25  0.331
7 H 0.10 -1.01 1.06  0.156
8 H -1.76 1.20 -0.77  0.268
9 H -2.10 0.44 0.66  0.290
10 H -0.66 3.30 0.11  0.330
11 H 0.45 3.27 1.50  0.339
12 H -1.26 2.87 1.75  0.343
13 C 1.49 -2.23 -0.06  -1.241
14 N -0.05 -0.80 -1.98  -0.375
15 C -0.70 -1.19 -0.87  -0.006
16 C 0.05 -1.80 0.25  -0.174
17 H -0.62 -0.42 -2.72  0.264
18 H 0.79 -0.26 -1.81  0.245
19 H -1.70 -1.57 -1.05  0.377
20 H -0.54 -2.63 0.65  0.431
21 H 2.09 -1.36 -0.33  0.248
22 H 1.93 -2.66 0.84  0.383
23 H 1.54 -2.96 -0.86  0.342


(6)
Here is 2 unconnected molecules or ions with the total composition C5H14N2O2 at a distorted geometry from the Open Molecules 2025 dataset. Energies are from ωB97M-V with the def2-TZVPD basis set.

Calculated values
Energy: -458.86877 Eh
HOMO-LUMO gap: 0.361 Eh
Highest occupied orbital energy: -8.93 eV
ΔE to the lowest compared entry with this formula, charge and spin: 180.7 kJ/mol

Last column: Mulliken charge in e.
Geometry (Å):
1 C 2.11 1.71 -0.02  -1.543
2 C 1.75 0.23 0.01  0.089
3 N 2.35 -0.39 -1.15  -0.683
4 C 0.19 0.04 0.13  0.016
5 N -0.40 0.60 1.32  -0.553
6 C -0.09 -1.45 0.10  0.140
7 O -0.31 -2.11 1.09  -0.601
8 H 1.56 2.22 -0.81  0.327
9 H 3.17 1.81 -0.23  0.412
10 H 1.89 2.20 0.92  0.401
11 H 2.21 -0.24 0.90  0.327
12 H 2.28 -1.40 -1.12  0.299
13 H 1.90 -0.07 -2.00  0.262
14 H -0.27 0.50 -0.75  0.281
15 H -0.02 1.52 1.53  0.214
16 H -0.22 -0.01 2.11  0.277
17 H 0.04 -1.92 -0.89  0.372
18 C -3.18 -0.21 -0.26  -0.607
19 O -2.48 -1.40 -0.54  -0.515
20 H -4.22 -0.41 0.01  0.297
21 H -2.70 0.35 0.55  0.268
22 H -3.16 0.39 -1.17  0.220
23 H -2.42 -1.96 0.28  0.299